[1]
11
Properties=species:S:1:pos:R:3 method="wB97M-V/def2-TZVPD" homo_ev=-9.1 orbital_gap_ev=9.28 charge=0 total_energy_ha=-1063.50884 smiles="O=C=CS[C@@H](O)S" max_force_ev_per_a=3.58 de_lowest_kcal_mol=34.68
H -1.569 -1.345 0.964
H 0.731 -0.855 -0.447
H -1.455 -0.545 -2.502
O -0.626 -1.409 0.841
C 0.761 1.569 0.281
S -1.140 -1.706 -1.866
H 1.402 2.066 -0.430
C -0.306 -0.858 -0.366
O 1.715 0.958 2.492
S -0.694 0.902 -0.435
C 1.180 1.221 1.468



[2]
17
Properties=species:S:1:pos:R:3 method="wB97M-V/def2-TZVPD" homo_ev=-8.8 orbital_gap_ev=9.71 charge=0 total_energy_ha=-732.02051 smiles=F[C@@H]1CC[C@@H]2[C@H](S)[C@@H]21 max_force_ev_per_a=3.61 de_lowest_kcal_mol=29.04
H -2.411 -0.422 0.611
S 1.934 -0.447 -0.424
C -0.384 0.096 1.234
H -2.131 0.060 -1.638
F -1.091 -1.861 0.188
C -1.161 0.112 -1.118
H 1.036 -1.416 -0.615
H -0.111 2.317 1.276
C -0.705 1.553 -0.800
H -1.677 2.059 -0.766
H 0.031 1.902 -1.561
C 0.983 0.491 0.784
H -0.381 -0.346 -1.665
C -0.161 1.491 0.621
H -0.602 -0.090 2.317
C -1.327 -0.562 0.210
H 1.653 0.746 1.558



[3]
59
Properties=species:S:1:pos:R:3 method="wB97M-V/def2-TZVPD" homo_ev=-3.0 orbital_gap_ev=5.01 charge=-1 total_energy_ha=-9409.35693 max_force_ev_per_a=1.46
H -3.114 3.625 3.616
H 5.289 -0.806 -0.372
C 3.682 2.002 1.737
N 1.908 -2.651 1.440
H 2.732 -2.042 4.510
Te -3.781 -2.284 -1.923
C 5.090 1.913 1.627
N 2.067 -1.139 -2.205
H -0.699 3.568 3.511
H 2.429 3.668 -2.631
C 1.436 3.548 -2.208
H 3.051 -3.171 -2.880
C -1.251 2.883 2.878
C -2.631 2.919 2.951
C 3.478 0.069 0.288
H 3.383 -3.776 2.474
Se -2.184 -2.668 1.389
C -0.598 1.982 2.017
C -2.751 1.144 1.329
Se -2.586 -0.080 -2.086
C 2.672 -2.965 2.506
C -1.033 3.126 -1.133
N 1.076 -1.629 1.679
N 2.302 -3.377 -2.235
C 0.971 2.284 -1.889
H 1.817 -3.130 0.558
C 1.756 1.060 -2.188
H 5.702 2.628 2.168
C -3.387 2.047 2.165
C 1.325 -1.278 2.934
C 2.331 -2.086 3.507
H 6.742 0.858 0.795
C 4.838 -0.008 0.205
N -0.223 2.086 -1.341
In -0.497 -0.222 -0.260
H 2.682 1.128 -2.749
H 0.943 5.643 -2.201
C 0.606 4.638 -1.970
S -0.041 -2.639 -1.241
C 5.663 0.933 0.870
H 2.857 -0.676 -0.194
H -2.003 2.894 -0.703
N 1.486 1.158 1.097
H 3.627 3.642 3.154
H -4.471 2.068 2.210
H -1.342 5.248 -1.269
C -1.357 1.087 1.245
C -0.657 4.427 -1.444
Se -4.315 -2.426 0.522
H -3.347 0.470 0.735
N 1.316 -0.073 -1.832
H 0.759 -0.474 3.385
H 1.817 -4.246 -2.378
C 3.033 2.941 2.576
C 0.901 2.008 1.905
C 1.685 2.929 2.681
H 1.206 3.618 3.355
C 2.858 1.101 1.041
C 1.490 -2.306 -1.929



[4]
90
Properties=species:S:1:pos:R:3 method="wB97M-V/def2-TZVPD" homo_ev=-6.2 orbital_gap_ev=5.42 charge=0 total_energy_ha=-2540.86921 max_force_ev_per_a=3.11 de_lowest_kcal_mol=25.53
P 3.025 0.218 -1.538
C 0.676 3.178 -7.294
Sn 0.262 1.397 1.799
C -2.757 3.037 -2.901
C 0.324 1.529 4.958
H 2.072 -1.759 -2.785
H 1.042 -0.331 -4.686
C 5.811 0.466 -1.718
H 0.535 -0.190 -0.257
H -4.642 -4.102 5.027
C -4.512 -3.058 4.693
C 3.478 -1.771 0.454
H -3.814 -0.287 1.754
H 1.856 2.902 5.279
H -2.236 0.962 7.005
H 1.579 2.591 3.547
C 1.228 -0.880 0.265
H -0.213 -1.609 1.720
C -4.172 -1.309 1.890
H 5.640 1.385 -1.147
C -0.728 1.780 -3.329
C -0.228 1.652 6.258
H -2.914 -0.190 3.440
H -1.802 3.012 2.893
H 1.406 -3.122 2.818
C -1.702 0.655 4.890
H -5.262 -3.727 2.774
H 4.501 -1.839 0.081
H -6.413 -2.790 3.787
H -0.764 3.792 -2.496
H 3.515 1.810 -5.015
C -1.489 1.064 6.227
C -1.630 2.547 1.913
C -5.195 -1.584 2.689
H -1.837 -3.817 1.647
C 1.398 0.069 -3.730
H -2.493 -1.751 0.787
H -3.737 1.094 4.364
C -2.251 -2.844 3.524
C -3.305 -2.326 1.258
C 1.420 2.391 -5.125
H 8.338 -1.361 -3.102
C 1.944 2.946 -7.828
H 2.139 3.139 -8.884
C 2.966 2.467 -7.001
C 7.326 -1.064 -2.838
C -1.493 0.698 -3.766
N -0.564 0.886 4.129
C 3.051 -2.583 1.506
H -3.468 -0.038 -4.168
H -3.441 -4.173 2.253
C 7.110 0.092 -2.074
C 1.613 2.108 4.550
C 2.066 -0.664 -2.806
H -4.608 2.038 -3.400
H 2.423 1.361 4.617
H 3.963 2.304 -7.409
H -1.006 -0.220 -4.079
H -1.552 3.291 1.110
C -5.375 -2.862 3.435
C 0.415 2.930 -5.943
H -1.167 -2.677 3.620
H -5.976 -0.830 2.814
H -3.840 -2.868 0.451
P 1.102 1.824 -3.384
C 1.737 -2.511 1.978
C -1.364 2.952 -2.867
H 0.252 2.145 7.090
C -3.523 1.960 -3.374
H -0.126 3.560 -7.926
C -2.881 0.799 -3.805
C -2.687 -3.377 2.194
H 4.101 -2.042 -3.292
H 3.739 -3.289 1.956
H -4.951 -2.460 5.504
C 2.580 -0.901 -0.151
C 0.819 -1.666 1.347
C -3.029 -2.770 4.618
H 6.391 -2.719 -3.868
H -2.553 -2.558 5.585
C 4.711 -0.340 -2.098
H -2.378 1.770 1.732
C 6.235 -1.831 -3.262
C 2.714 2.197 -5.653
C -3.030 0.253 4.422
H 7.959 0.706 -1.755
H -3.248 3.950 -2.552
H -3.466 -0.492 5.099
H -0.577 3.134 -5.537
C 4.935 -1.458 -2.911



[5]
53
Properties=species:S:1:pos:R:3 method="wB97M-V/def2-TZVPD" homo_ev=-16.4 orbital_gap_ev=6.57 charge=+3 total_energy_ha=-6143.52035 max_force_ev_per_a=0.72 de_lowest_kcal_mol=0.00
H 3.762 1.745 -1.381
H -2.681 -5.334 3.884
S 0.839 0.852 -4.148
H 0.800 -4.444 0.932
C -0.032 2.103 3.057
S 0.163 2.539 -1.439
H 0.424 2.961 2.561
H 1.869 2.999 -4.136
H 0.972 -2.901 3.575
C 3.050 -0.359 -2.896
H -0.811 -5.016 0.384
S -2.171 1.018 -2.899
S -1.191 -2.058 -3.876
H 0.429 2.991 -5.136
S 0.290 -2.212 -2.421
H -3.294 0.994 3.835
H 1.875 3.370 -0.065
H 2.305 3.506 -1.753
H 2.830 -1.405 -3.097
H 2.924 0.052 -4.990
C -0.111 -4.968 1.219
H 3.109 1.492 0.220
H 0.702 -4.353 4.517
H 0.328 4.377 -2.932
H 0.711 1.311 3.154
H -3.202 -4.936 2.238
As -0.766 0.015 0.406
C 0.829 2.683 -4.170
W -0.242 0.065 -1.797
H -0.377 -2.980 4.756
H 4.122 -0.282 -2.708
H -1.041 3.349 -3.272
H 3.144 1.495 -4.015
H -0.298 2.421 4.070
C 2.639 0.531 -4.053
C -2.512 2.843 1.265
C -2.644 0.393 3.191
C -2.634 -4.572 3.093
H -3.108 -3.681 3.512
C 1.915 2.819 -1.003
S 2.218 -0.035 -1.321
C 0.188 -3.527 4.002
C 0.027 3.336 -3.058
H 0.174 -6.005 1.453
H -3.203 2.417 0.536
H -3.111 3.410 1.986
H -2.045 -0.247 3.840
C 2.834 1.604 -0.827
Si -1.580 1.546 2.199
Si -0.871 -4.298 2.735
H -3.294 -0.225 2.571
S -2.400 -0.948 -2.558
H -1.851 3.547 0.761



[6]
14
Properties=species:S:1:pos:R:3 method="wB97M-V/def2-TZVPD" homo_ev=-9.7 orbital_gap_ev=10.43 charge=0 total_energy_ha=-307.66908 smiles="C[C@H](C=O)CO" max_force_ev_per_a=0.47 de_lowest_kcal_mol=27.20
C 0.398 0.106 0.110
O -0.658 -1.675 1.286
C 1.083 -0.688 -0.983
H -1.477 -0.842 -0.443
C -0.936 -0.549 0.474
H -1.562 0.186 1.000
C 0.258 1.577 -0.260
H 1.230 2.006 -0.517
O 1.672 -0.190 -1.913
H -0.395 1.702 -1.129
H 1.031 0.004 1.006
H -1.482 -1.990 1.676
H 1.002 -1.791 -0.884
H -0.164 2.144 0.577



[7]
11
Properties=species:S:1:pos:R:3 method="wB97M-V/def2-TZVPD" homo_ev=-9.6 orbital_gap_ev=9.45 charge=0 total_energy_ha=-790.82940 smiles="Nn1c(=S)[nH]oc1=O" max_force_ev_per_a=5.62 de_lowest_kcal_mol=68.06
O -0.297 -1.061 2.135
H 1.182 1.260 1.233
C -0.299 -0.800 0.935
O -1.402 -1.028 0.186
H -2.073 0.091 -1.611
C -0.300 0.395 -1.094
N -1.261 -0.460 -1.079
H 2.215 -0.192 1.120
S 0.080 1.365 -2.323
N 0.529 -0.174 0.002
N 1.625 0.603 0.496



[8]
37
Properties=species:S:1:pos:R:3 method="wB97M-V/def2-TZVPD" homo_ev=-11.5 orbital_gap_ev=7.61 charge=+1 total_energy_ha=-825.50663 smiles="CCOc1ccc(C(=O)C[n+]2ccccc2C)cc1" max_force_ev_per_a=0.99 de_lowest_kcal_mol=0.00
C 5.776 0.250 0.588
C -0.668 -0.320 -0.276
C -3.357 1.498 -0.536
C -3.574 -0.434 0.771
N -2.841 0.611 0.332
C -5.434 0.342 -0.555
H -5.470 -1.401 0.684
O 4.905 -0.542 -0.212
O -1.322 -1.051 -0.987
C 1.510 0.506 0.683
H 5.030 2.205 0.009
H -2.659 -0.922 2.642
C -4.887 -0.566 0.331
H 5.420 0.284 1.624
H 3.394 -1.875 -1.688
H 6.341 1.588 -0.998
C -1.436 0.695 0.639
H 3.414 1.097 1.396
H -5.028 2.134 -1.686
H 0.916 -1.791 -1.727
C 3.584 -0.400 -0.154
H -2.706 2.295 -0.864
H 6.724 -0.293 0.565
H 6.687 2.191 0.626
C 2.848 -1.215 -1.034
H -3.729 -2.161 1.990
H -1.074 1.703 0.435
C -2.990 -1.411 1.725
C -4.648 1.402 -0.993
H -1.248 0.448 1.684
H -6.449 0.227 -0.903
C 5.966 1.651 0.020
C 2.885 0.462 0.704
C 1.482 -1.167 -1.052
H -2.135 -1.921 1.283
H 1.014 1.179 1.365
C 0.775 -0.302 -0.193



[9]
110
Properties=species:S:1:pos:R:3 method="wB97M-V/def2-TZVPD" homo_ev=-6.7 orbital_gap_ev=6.91 charge=0 total_energy_ha=-5407.60906 max_force_ev_per_a=0.64 de_lowest_kcal_mol=0.00
C 2.865 4.264 3.847
H 1.274 0.248 -0.350
H -2.600 4.705 -2.736
H 2.309 1.655 7.555
C 5.418 0.833 1.082
O 2.914 -0.596 1.685
N -0.156 -6.223 0.515
N 0.221 -0.556 6.027
N 0.999 -6.374 -0.174
C 1.843 2.753 -2.556
H 4.274 0.687 4.215
H 2.441 3.723 1.812
H 3.393 4.520 5.909
C -0.971 -0.358 6.874
O -3.161 -0.956 -0.179
S -0.447 2.191 1.839
H -3.043 -6.443 0.922
C 3.371 2.120 2.892
C 1.134 -3.915 -4.727
C 0.059 -2.675 -3.208
C -0.602 -7.191 -1.370
C -0.070 -3.197 1.522
C 2.919 3.367 -1.928
H 0.398 -1.039 -1.857
C -2.366 2.516 -0.156
C 5.887 -0.195 0.270
C -1.200 -6.725 -0.206
C 0.064 -0.335 4.734
H -3.491 -2.816 -1.812
H 1.938 -3.896 1.329
H -2.903 1.693 0.296
C 8.123 0.659 0.487
As 3.516 0.906 1.406
C 7.238 -0.281 -0.027
H 5.193 -0.931 -0.118
H 1.184 -3.373 -0.173
C -2.574 -6.833 0.030
C -2.188 4.205 -1.869
H 8.347 2.414 1.701
C 1.383 1.356 7.060
H 9.178 0.592 0.255
C 1.485 -0.102 6.636
H 0.530 4.235 0.150
C -2.028 -0.926 -0.628
C 1.250 1.632 -1.995
H -1.313 1.708 6.417
H 2.287 -0.268 5.919
H 1.661 -0.747 7.501
H 0.324 1.027 8.912
C -1.939 -3.998 2.423
H -0.414 5.411 -1.802
H 1.709 -2.163 1.031
C -2.043 -2.658 2.287
C -2.708 -7.939 -2.139
H 4.263 3.321 -0.256
H -2.627 -4.740 2.788
C -3.306 -7.451 -0.956
C 3.384 3.844 5.064
N 0.754 -6.936 -1.294
C -0.969 4.601 -1.344
H 7.603 -1.081 -0.658
C -0.293 -1.775 -2.240
C -1.105 1.096 7.300
N -0.876 -2.173 1.731
Pt -0.568 -0.092 1.712
H 5.945 2.570 2.237
C 6.304 1.772 1.598
H -0.816 -6.310 2.458
O 1.271 -2.811 -3.835
H 1.454 3.162 -3.480
C -0.440 3.946 -0.239
C 7.657 1.683 1.298
H -3.336 -8.410 -2.883
N -0.068 -0.136 3.610
C 0.179 1.575 7.974
C -0.829 -3.617 -3.693
C 1.270 -3.152 0.893
H 0.845 -5.726 2.237
C -2.880 3.156 -1.271
C 1.740 1.112 -0.807
H -4.375 -7.561 -0.828
O -0.221 -4.371 -4.659
H 1.801 -4.720 -4.414
C -1.359 -7.813 -2.366
H -2.870 -2.002 2.489
H -1.841 -0.707 6.319
C 3.877 1.692 4.117
C -2.492 -2.800 -2.228
H 0.389 1.173 -2.465
H -2.801 -4.452 -3.610
H 1.284 1.977 6.165
N -0.697 -4.337 1.917
H 3.378 4.244 -2.367
C 2.863 3.404 2.756
H 1.347 -3.584 -5.745
H -0.843 -1.007 7.744
C 3.891 2.557 5.199
C -1.131 2.902 0.368
C 3.409 2.854 -0.735
C -1.605 -1.847 -1.747
H 2.456 5.260 3.745
H -0.895 -8.172 -3.274
C -0.169 -5.681 1.846
H -1.960 1.198 7.970
H -3.832 2.834 -1.675
H 0.095 2.630 8.238
C 2.812 1.728 -0.178
O -1.070 -0.125 -0.240
C -2.117 -3.710 -3.223
H 4.303 2.233 6.147



[10]
16
Properties=species:S:1:pos:R:3 method="wB97M-V/def2-TZVPD" homo_ev="-19.4 / -19.3" orbital_gap_ev="10.72 / 5.40" charge=+2 total_energy_ha=-701.84240 multiplicity=2 max_force_ev_per_a=5.34 de_lowest_kcal_mol=14.65
C -0.066 0.897 -0.457
H -2.209 -1.842 -0.246
H -0.431 -0.492 -2.657
H 2.083 0.625 0.189
O -0.859 -1.045 -1.853
H 0.088 2.145 -2.163
C 1.041 0.791 0.626
H 1.483 1.521 -1.747
H -0.789 1.642 -0.168
H -1.155 -0.931 1.326
H 1.214 1.825 1.055
S 0.659 -0.258 1.993
H 1.525 -1.273 1.941
N -1.473 -1.110 0.182
N 0.486 1.339 -1.805
C -0.738 -0.410 -0.708